ORCA calculation (ωB97M-V/def2-TZVPD) on 8 unconnected molecules or ions with the total composition C37H74BIN5O16 at a distorted geometry.

Geometry (Å):
C: 3.070 0.476 2.071
C: 2.528 1.127 0.803
C: 1.537 2.277 1.070
C: 0.069 1.895 0.986
C: -0.848 3.148 1.107
N: -0.228 1.216 -0.278
N: 0.605 1.351 -1.336
C: 0.135 0.624 -2.336
N: -0.995 0.024 -1.986
C: -1.217 0.412 -0.724
N: -2.312 0.081 -0.012
C: -3.252 -0.820 -0.669
C: -2.759 -2.271 -0.642
O: -2.208 -2.829 -1.518
I: -3.195 -3.289 1.225
B: -2.725 0.544 1.367
N: -3.814 1.498 1.563
O: -2.028 0.028 2.401
H: 3.592 -0.440 1.789
H: 2.268 0.171 2.747
H: 3.792 1.121 2.568
H: 2.043 0.350 0.205
H: 3.330 1.511 0.181
H: 1.738 3.130 0.413
H: 1.695 2.654 2.080
H: -0.170 1.286 1.854
H: -0.285 4.013 1.445
H: -1.303 3.361 0.145
H: -1.652 2.959 1.817
H: 1.458 1.896 -1.379
H: 0.636 0.570 -3.287
H: -3.482 -0.506 -1.686
H: -4.184 -0.810 -0.102
H: -3.668 2.337 1.001
H: -4.714 1.135 1.256
H: -2.561 0.049 3.209
O: -3.194 4.407 -0.365
C: -4.330 4.695 -0.659
O: -5.169 5.046 0.321
C: -6.491 5.558 0.085
C: -7.503 4.449 -0.104
C: -4.832 4.592 -2.079
H: -6.483 6.262 -0.748
H: -6.729 6.132 0.978
H: -7.282 3.844 -0.983
H: -8.503 4.866 -0.220
H: -7.500 3.786 0.762
H: -5.114 3.558 -2.274
H: -4.018 4.864 -2.746
H: -5.676 5.238 -2.303
O: 4.217 2.907 -1.047
C: 4.995 2.952 -1.968
O: 5.084 1.888 -2.776
C: 5.867 1.875 -3.978
C: 7.315 1.531 -3.705
C: 5.910 4.134 -2.171
H: 5.758 2.817 -4.518
H: 5.413 1.103 -4.597
H: 7.794 2.277 -3.071
H: 7.871 1.468 -4.640
H: 7.381 0.573 -3.191
H: 6.778 4.012 -1.525
H: 5.375 5.031 -1.872
H: 6.244 4.269 -3.196
O: -6.400 -4.209 -5.934
C: -5.391 -4.509 -5.356
O: -4.349 -3.655 -5.397
C: -3.172 -3.812 -4.599
C: -2.160 -4.736 -5.243
C: -5.242 -5.836 -4.646
H: -3.432 -4.126 -3.587
H: -2.754 -2.809 -4.515
H: -2.553 -5.747 -5.357
H: -1.254 -4.785 -4.639
H: -1.902 -4.373 -6.238
H: -4.964 -6.591 -5.380
H: -6.208 -6.102 -4.222
H: -4.512 -5.835 -3.840
O: -10.000 -1.598 -2.244
C: -9.367 -2.612 -2.346
O: -9.560 -3.590 -1.434
C: -8.984 -4.892 -1.562
C: -7.567 -4.936 -1.029
C: -8.308 -2.790 -3.408
H: -9.048 -5.243 -2.593
H: -9.624 -5.542 -0.969
H: -6.906 -4.278 -1.595
H: -7.169 -5.951 -1.081
H: -7.547 -4.606 0.010
H: -7.386 -2.322 -3.062
H: -8.639 -2.283 -4.310
H: -8.103 -3.823 -3.676
O: 4.033 -1.314 -0.730
C: 4.206 -2.467 -0.429
O: 5.283 -2.784 0.306
C: 5.500 -4.092 0.856
C: 6.161 -5.021 -0.140
C: 3.285 -3.562 -0.917
H: 4.571 -4.501 1.254
H: 6.160 -3.932 1.707
H: 5.533 -5.188 -1.016
H: 6.368 -5.985 0.323
H: 7.099 -4.590 -0.489
H: 3.591 -3.849 -1.922
H: 2.275 -3.161 -0.959
H: 3.265 -4.446 -0.286
O: 7.926 -5.848 4.928
C: 8.450 -4.773 5.019
O: 7.704 -3.672 4.788
C: 8.168 -2.340 5.026
C: 8.963 -1.797 3.856
C: 9.926 -4.625 5.307
H: 8.723 -2.288 5.963
H: 7.263 -1.749 5.162
H: 9.869 -2.378 3.681
H: 9.251 -0.762 4.041
H: 8.366 -1.836 2.945
H: 10.474 -4.739 4.373
H: 10.218 -5.424 5.983
H: 10.201 -3.680 5.769
O: 1.412 4.920 3.249
C: 0.804 5.522 4.096
O: -0.397 5.050 4.474
C: -1.142 5.591 5.573
C: -1.971 6.789 5.161
C: 1.320 6.816 4.675
H: -0.481 5.811 6.412
H: -1.795 4.780 5.892
H: -1.345 7.613 4.819
H: -2.571 7.140 6.000
H: -2.637 6.520 4.341
H: 1.054 7.627 3.999
H: 2.403 6.751 4.734
H: 0.945 7.043 5.670

Results
* highest occupied orbital energy: -11.44 eV
* lowest unoccupied orbital energy: -1.91 eV
* net charge: +1
* energy: -88554.1171 eV
* strongest force on any atom: 1.97 eV/Å
* HOMO-LUMO gap: 9.52 eV

These are the Löwdin partial charges, in e, on atoms 1 to 99:
1 C -0.08
2 C -0.25
3 C -0.15
4 C -0.26
5 C 0.00
6 N 0.07
7 N 0.14
8 C -0.06
9 N 0.19
10 C -0.26
11 N 0.11
12 C -0.17
13 C -0.78
14 O 0.04
15 I 0.87
16 B -0.71
17 N 0.19
18 O 0.17
19 H 0.06
20 H 0.08
21 H 0.08
22 H 0.09
23 H 0.07
24 H 0.12
25 H 0.11
26 H 0.14
27 H 0.08
28 H 0.06
29 H 0.07
30 H 0.18
31 H 0.15
32 H 0.14
33 H 0.10
34 H 0.06
35 H 0.08
36 H 0.13
37 O 0.07
38 C -0.52
39 O 0.01
40 C -0.22
41 C -0.06
42 C 0.02
43 H 0.12
44 H 0.13
45 H 0.07
46 H 0.09
47 H 0.08
48 H 0.10
49 H 0.09
50 H 0.07
51 O 0.08
52 C -0.51
53 O 0.01
54 C -0.23
55 C -0.06
56 C 0.02
57 H 0.11
58 H 0.12
59 H 0.07
60 H 0.09
61 H 0.09
62 H 0.10
63 H 0.09
64 H 0.07
65 O 0.10
66 C -0.53
67 O 0.00
68 C -0.25
69 C -0.06
70 C 0.02
71 H 0.10
72 H 0.12
73 H 0.07
74 H 0.08
75 H 0.09
76 H 0.10
77 H 0.08
78 H 0.07
79 O 0.11
80 C -0.52
81 O 0.00
82 C -0.23
83 C -0.07
84 C 0.01
85 H 0.11
86 H 0.12
87 H 0.06
88 H 0.08
89 H 0.08
90 H 0.09
91 H 0.10
92 H 0.06
93 O 0.09
94 C -0.53
95 O 0.00
96 C -0.22
97 C -0.06
98 C 0.02
99 H 0.12